# C5H13N2

A cluster of 2 separate species, C5H13N2 in total (wB97M-V/def2-TZVPD, OMol25).

Output
- E_HOMO: -13.76 eV
- Relative energy (zero: lowest compared OMol25 entry of this formula, charge and spin): 2.249 eV
- Net charge: +1

Last column: Löwdin charge in e.
Cartesian coordinates (Å):
C  -1.469  -2.500  -0.533  -0.065
C  -0.040  -2.060  -0.896  -0.213
C  0.042  -0.602  -1.112  0.000
N  1.655  2.371  0.251  0.184
C  0.945  1.597  -0.529  -0.109
C  0.782  0.224  -0.336  -0.084
N  -0.620  1.585  2.163  0.037
H  -1.506  -3.565  -0.337  0.085
H  -1.804  -1.965  0.350  0.081
H  0.319  -2.607  -1.767  0.135
H  0.619  -2.266  -0.050  0.117
H  -0.442  -0.194  -2.000  0.144
H  -0.568  1.699  1.159  -0.036
H  2.355  2.960  -0.191  0.157
H  2.038  1.877  1.055  0.139
H  0.493  2.058  -1.400  0.157
H  1.274  -0.198  0.536  0.133
H  -2.162  -2.309  -1.352  0.084
H  -1.603  1.459  2.375  0.030
H  -0.307  2.435  2.613  0.024

***

# CH12O5

A structure of composition CH12O5 (wB97M-V/def2-TZVPD, OMol25).

Output
- E_HOMO: -9.41 eV
- Relative energy (zero: lowest compared OMol25 entry of this formula, charge and spin): 4.994 eV
- Net charge: 0

Last column: Löwdin charge in e.
Cartesian coordinates (Å):
C  -0.699  -1.754  0.318  -0.181
O  -1.044  -3.070  0.659  -0.085
H  -1.594  -1.168  0.110  0.082
H  -0.215  -1.333  1.200  0.077
H  -0.041  -1.658  -0.545  0.078
H  -1.041  -3.143  1.616  0.082
O  1.767  -0.579  0.051  -0.081
H  1.345  -0.852  0.865  0.018
H  1.297  0.213  -0.210  -0.027
O  -0.045  3.085  0.553  -0.083
H  -0.067  2.160  0.799  -0.172
H  -0.792  3.195  -0.035  0.016
O  -0.124  1.013  0.406  -0.026
H  0.136  0.814  -0.494  -0.188
H  -1.050  0.774  0.447  0.097
O  0.558  0.824  -1.564  0.113
H  1.194  1.383  -2.011  0.147
H  0.413  0.095  -2.167  0.134

***

# C5H10KO5

A structure of composition C5H10KO5 (wB97M-V/def2-TZVPD, OMol25).

Output
- E_HOMO (alpha / beta): -7.74 / -7.75 eV
- Relative energy (zero: lowest compared OMol25 entry of this formula, charge and spin): 0.000 eV
- Net charge: 0
- Spin multiplicity: 2

Last column: Mulliken spin population.
Cartesian coordinates (Å):
C  -1.284  -0.202  -0.688  0.021
C  -1.697  -0.899  0.588  0.010
O  -1.590  0.025  1.664  0.000
C  -1.938  -0.392  2.891  0.000
O  -2.349  -1.565  3.069  0.000
O  -1.923  0.475  3.800  0.000
O  -1.484  -1.095  -1.742  0.004
K  -2.997  -1.071  6.151  0.000
H  -0.103  0.291  -0.702  -0.011
H  -1.859  0.728  -0.824  -0.002
H  -1.056  -1.774  0.774  0.000
H  -2.735  -1.254  0.505  0.003
H  -1.421  -0.629  -2.597  0.001
C  1.895  1.309  -1.006  0.874
C  2.954  0.924  -1.977  -0.045
O  3.591  -0.269  -1.533  0.005
H  1.418  2.277  -1.178  0.016
H  2.135  1.186  0.054  0.027
H  3.709  1.729  -2.066  0.069
H  2.522  0.783  -2.983  0.029
H  4.209  -0.578  -2.200  -0.001

***

# C35H37Cl4F2FeN6O5

A structure of composition C35H37Cl4F2FeN6O5 (wB97M-V/def2-TZVPD, OMol25).

Output
- E_HOMO (alpha / beta): -5.02 / -5.01 eV
- Relative energy (zero: lowest compared OMol25 entry of this formula, charge and spin): 1.053 eV
- Net charge: 0
- Spin multiplicity: 2

Last column: Mulliken spin population.
Cartesian coordinates (Å):
Fe  -0.145  0.857  0.029  -0.004
Cl  -3.742  -3.600  3.475  0.000
C  -2.604  -2.363  3.047  0.006
C  -1.928  -1.661  4.023  -0.002
Cl  -2.204  -2.000  5.702  0.000
C  -1.003  -0.667  3.655  0.002
Cl  -0.137  0.237  4.861  0.000
C  -0.756  -0.370  2.323  -0.029
O  0.101  0.523  1.900  -0.001
C  -1.451  -1.104  1.308  0.002
O  -1.161  -0.793  0.073  0.005
C  -2.361  -2.079  1.691  0.013
Cl  -3.193  -2.954  0.437  0.000
F  5.121  -3.260  -0.320  0.006
C  5.181  -1.910  -0.403  0.027
C  4.017  -1.205  -0.493  -0.054
C  4.039  0.187  -0.502  0.017
C  2.758  0.920  -0.569  -0.004
O  1.716  0.277  -0.751  -0.004
C  2.855  2.339  -0.412  0.001
C  4.083  2.905  -0.338  0.001
N  5.269  2.237  -0.387  0.000
C  6.511  2.960  -0.298  0.000
C  6.650  4.242  -1.050  0.000
C  7.399  3.024  -1.510  0.000
C  5.265  0.854  -0.427  -0.002
C  6.454  0.112  -0.394  0.001
C  6.427  -1.272  -0.367  -0.005
N  7.661  -1.987  -0.349  0.000
C  7.701  -3.431  -0.556  0.000
C  9.177  -3.822  -0.768  0.000
N  9.894  -2.585  -1.224  0.000
C  10.034  -1.629  -0.070  0.000
C  8.665  -1.593  0.628  0.000
C  1.650  3.271  -0.318  0.000
O  1.883  4.473  -0.454  0.000
O  0.540  2.722  -0.081  -0.001
H  3.064  -1.722  -0.527  0.031
H  4.138  3.980  -0.230  0.000
H  6.991  2.900  0.673  0.000
H  7.199  5.037  -0.567  0.000
H  5.816  4.570  -1.653  0.000
H  8.470  2.983  -1.367  0.000
H  7.033  2.534  -2.402  0.000
H  7.401  0.633  -0.407  0.000
H  7.118  -3.682  -1.439  0.000
H  7.303  -4.005  0.285  0.000
H  9.294  -4.598  -1.520  0.000
H  9.663  -4.145  0.151  0.000
H  9.265  -2.121  -1.887  0.000
H  10.785  -2.780  -1.676  0.000
H  10.322  -0.666  -0.488  0.000
H  10.827  -1.996  0.579  0.000
H  8.470  -0.596  1.008  0.000
H  8.659  -2.276  1.487  0.000
C  -4.206  0.035  -1.954  0.000
N  -3.121  1.002  -1.848  0.000
C  -1.905  0.570  -2.518  0.000
C  -3.005  1.738  -0.688  -0.001
N  -1.897  1.827  -0.047  0.000
N  -4.164  2.378  -0.286  0.000
C  -4.186  2.971  1.034  0.000
C  -4.990  3.061  -1.265  0.000
H  -3.875  -0.945  -1.600  0.000
H  -4.522  -0.048  -2.997  0.000
H  -5.054  0.351  -1.354  0.000
H  -2.122  0.455  -3.582  0.000
H  -1.536  -0.373  -2.111  -0.002
H  -1.139  1.342  -2.412  0.000
H  -1.866  2.588  0.621  0.001
H  -3.644  3.925  1.077  0.000
H  -3.754  2.285  1.761  0.000
H  -5.223  3.158  1.315  0.000
H  -4.792  2.666  -2.257  0.000
H  -4.779  4.137  -1.271  0.000
H  -6.048  2.922  -1.032  0.000
F  3.447  -7.625  0.079  0.011
C  2.818  -6.426  -0.004  0.209
C  2.719  -5.644  1.135  -0.086
C  2.100  -4.415  1.043  0.170
C  1.579  -3.940  -0.187  0.020
C  1.035  -2.650  -0.285  0.528
C  1.676  -4.799  -1.309  0.197
C  2.293  -6.030  -1.223  -0.087
H  3.120  -6.009  2.072  -0.004
H  1.997  -3.793  1.925  0.012
H  1.004  -1.997  0.575  0.065
H  0.646  -2.259  -1.212  -0.048
H  1.253  -4.474  -2.252  0.009
H  2.369  -6.690  -2.076  -0.004

***

# C7H18BClO10P2

A structure of composition C7H18BClO10P2 (wB97M-V/def2-TZVPD, OMol25).

Output
- E_HOMO: -9.27 eV
- Net charge: 0

Last column: Löwdin charge in e.
Cartesian coordinates (Å):
C  -1.199  0.199  -3.545  -0.086
C  -0.134  -0.703  -2.793  -0.278
O  -0.249  -2.010  -3.350  -0.156
C  -0.696  -2.966  -2.403  -0.192
C  -2.187  -2.783  -1.950  -0.182
O  -2.376  -1.845  -0.895  -0.159
C  -2.069  -2.414  0.374  -0.184
C  -1.326  -1.366  1.280  -0.152
O  -0.003  -1.238  0.732  -0.143
C  0.921  -0.838  1.724  -0.281
O  0.482  0.325  2.447  -0.156
P  1.687  1.445  2.629  0.549
O  3.059  0.837  2.809  -0.257
O  1.349  2.301  4.028  0.039
B  1.362  3.701  3.761  -0.744
O  2.526  4.457  3.991  0.176
O  0.206  4.344  3.232  0.132
O  1.706  2.600  1.413  -0.457
P  1.815  1.899  -0.138  0.631
O  3.003  2.788  -0.943  -0.300
Cl  -0.025  2.359  -1.084  0.272
H  -0.996  1.285  -3.423  0.024
H  -2.215  -0.045  -3.166  0.070
H  -1.092  -0.043  -4.630  0.080
H  0.880  -0.249  -2.945  0.113
H  -0.337  -0.648  -1.701  0.080
H  -0.652  -3.957  -2.925  0.130
H  -0.009  -3.077  -1.521  0.128
H  -2.548  -3.800  -1.631  0.126
H  -2.798  -2.475  -2.830  0.134
H  -3.038  -2.637  0.893  0.131
H  -1.492  -3.367  0.303  0.131
H  -1.317  -1.709  2.346  0.137
H  -1.868  -0.391  1.194  0.138
H  1.084  -1.717  2.396  0.153
H  1.884  -0.668  1.187  0.105
H  2.413  5.341  3.631  0.104
H  0.438  4.813  2.425  0.096
H  3.810  2.256  -0.922  0.050

***

# C54H37N8O2STi

A structure of composition C54H37N8O2STi (wB97M-V/def2-TZVPD, OMol25).

Output
- E_HOMO: -9.69 eV
- Net charge: +1

Last column: Löwdin charge in e.
Cartesian coordinates (Å):
Ti  -0.232  -0.512  0.012  1.240
C  6.630  2.826  -0.537  -0.076
C  5.396  3.406  -0.794  -0.069
C  4.239  2.644  -0.709  -0.026
C  4.311  1.300  -0.360  -0.215
C  5.551  0.722  -0.104  -0.033
C  6.706  1.482  -0.195  -0.065
C  3.059  0.501  -0.266  -0.062
C  2.623  0.077  0.984  -0.238
C  3.333  0.265  2.206  0.016
C  2.623  -0.372  3.174  0.036
C  1.467  -0.927  2.550  -0.215
N  1.471  -0.644  1.202  0.034
C  0.481  -1.636  3.230  -0.057
C  -0.690  -2.086  2.646  -0.208
C  -1.736  -2.733  3.380  0.040
C  -2.785  -2.873  2.538  0.040
C  -2.367  -2.356  1.271  -0.201
C  -3.178  -2.306  0.138  -0.054
C  -4.599  -2.740  0.238  -0.219
C  -4.932  -4.082  0.393  -0.035
C  -6.261  -4.465  0.477  -0.067
C  -7.266  -3.510  0.410  -0.075
C  -6.939  -2.171  0.254  -0.065
C  -5.609  -1.787  0.166  -0.022
C  -2.680  -1.966  -1.106  -0.206
N  -1.388  -1.546  -1.352  0.038
C  -1.241  -1.622  -2.725  -0.209
C  -0.074  -1.390  -3.428  -0.071
C  -0.057  -1.707  -4.884  -0.203
C  0.075  -0.704  -5.838  -0.041
C  0.074  -1.012  -7.190  -0.064
C  -0.053  -2.331  -7.601  -0.074
C  -0.177  -3.339  -6.656  -0.064
C  -0.181  -3.028  -5.305  -0.028
C  1.057  -0.841  -2.841  -0.215
C  2.225  -0.463  -3.577  0.029
C  3.039  0.190  -2.719  0.039
C  2.420  0.127  -1.431  -0.211
N  1.191  -0.506  -1.513  0.042
C  -2.479  -2.016  -3.331  0.035
C  -3.374  -2.200  -2.336  0.042
N  -1.071  -1.908  1.330  0.030
C  0.678  -1.867  4.690  -0.225
C  -0.010  -1.094  5.619  -0.028
C  0.178  -1.305  6.976  -0.066
C  1.051  -2.291  7.413  -0.076
C  1.739  -3.064  6.490  -0.067
C  1.557  -2.851  5.131  -0.027
H  7.532  3.419  -0.606  0.107
H  5.335  4.452  -1.063  0.107
H  3.275  3.095  -0.912  0.122
H  5.608  -0.328  0.158  0.127
H  7.668  1.025  -0.004  0.109
H  4.265  0.795  2.304  0.123
H  2.857  -0.459  4.221  0.126
H  -1.672  -3.019  4.416  0.126
H  -3.755  -3.293  2.742  0.123
H  -4.146  -4.827  0.439  0.126
H  -6.514  -5.511  0.593  0.108
H  -8.303  -3.810  0.478  0.107
H  -7.719  -1.423  0.202  0.108
H  -5.351  -0.741  0.047  0.125
H  0.190  0.322  -5.516  0.096
H  0.174  -0.223  -7.923  0.108
H  -0.053  -2.573  -8.655  0.107
H  -0.267  -4.370  -6.970  0.109
H  -0.275  -3.816  -4.568  0.126
H  2.392  -0.670  -4.619  0.121
H  4.009  0.616  -2.909  0.126
H  -2.630  -2.134  -4.390  0.125
H  -4.400  -2.518  -2.408  0.127
H  -0.692  -0.325  5.275  0.127
H  -0.359  -0.699  7.694  0.108
H  1.194  -2.458  8.472  0.107
H  2.419  -3.835  6.825  0.108
H  2.093  -3.454  4.408  0.125
N  1.832  6.236  3.270  0.131
C  1.114  5.237  2.695  -0.303
C  1.652  3.943  2.584  -0.008
C  0.912  2.928  2.026  -0.038
C  -0.375  3.183  1.560  -0.308
C  -0.922  4.460  1.654  -0.052
C  -0.186  5.476  2.219  -0.012
S  -1.311  1.913  0.862  0.701
O  -2.696  2.245  0.880  -0.235
O  -0.917  0.641  1.565  -0.380
N  -0.734  1.410  -0.565  -0.170
C  -0.930  2.228  -1.683  -0.421
N  -1.229  3.501  -1.427  0.137
C  -1.426  4.284  -2.480  -0.093
C  -1.323  3.810  -3.777  -0.035
C  -0.989  2.475  -3.915  -0.098
N  -0.782  1.667  -2.876  0.164
H  2.783  6.086  3.549  0.104
H  1.481  7.174  3.299  0.105
H  2.649  3.740  2.955  0.116
H  1.329  1.933  1.974  0.089
H  -1.920  4.640  1.283  0.118
H  -0.612  6.467  2.304  0.117
H  -1.678  5.318  -2.275  0.119
H  -1.493  4.445  -4.633  0.107
H  -0.898  2.033  -4.899  0.099

***

Number 1: DFT total energy -8368.56159 eV. Number 2: DFT total energy -11464.49131 eV. Number 3: DFT total energy -31907.26313 eV. Number 4: DFT total energy -145982.00914 eV. Number 5: DFT total energy -59808.02780 eV. Number 6: DFT total energy -106564.53141 eV.